Molecular formula: C25H23FN2O5S
Method: DFT, ωB97M-V/def2-TZVPD

Summary:
Maximum force: 1.25 eV/A
SMILES: O=C(COC(=O)C[C@H]1c2ccccc2CCN1S(=O)(=O)c1ccc(F)cc1)Nc1ccccc1
HOMO: -8.2357 eV
Total charge: 0

```
57
C25H23FN2O5S | the Open Molecules 2025 dataset | ωB97M-V/def2-TZVPD
S -0.291 -0.374 -0.984
F -0.520 -6.132 0.153
O 0.812 2.984 0.275
O -0.529 2.498 -1.458
O 0.049 -0.227 -2.362
O 4.234 3.417 -0.299
O 0.629 0.129 0.009
N 3.112 1.474 0.158
N -1.787 0.206 -0.643
C 4.693 -1.653 1.203
C -3.445 0.881 0.968
C -1.365 2.255 0.781
C 0.672 -2.918 -0.960
C -4.311 1.274 -0.053
C 5.468 0.944 0.600
C -1.976 0.825 0.651
C 3.216 2.763 -0.217
C -3.709 1.541 -1.399
C 0.650 -4.275 -0.692
C 6.031 -1.297 1.273
C -1.553 -2.685 -0.066
C -0.486 -4.815 -0.112
C -1.591 -4.043 0.206
C 1.864 3.384 -0.600
C 6.409 0.000 0.971
C -0.426 -2.136 -0.647
C -6.160 1.083 1.470
C -5.669 1.367 0.207
C -0.325 2.562 -0.273
C 3.744 -0.720 0.835
C -2.718 0.428 -1.732
C -5.298 0.690 2.480
C 4.125 0.586 0.529
C -3.940 0.585 2.227
H -2.159 2.998 0.666
H 2.182 1.059 0.148
H 6.772 -2.027 1.561
H 5.764 1.952 0.363
H -6.343 1.667 -0.582
H -1.450 0.182 1.364
H -2.398 -2.057 0.171
H -3.263 0.277 3.010
H -2.456 -4.503 0.656
H -2.135 0.679 -2.620
H 1.613 3.086 -1.626
H 1.531 -2.452 -1.414
H 1.960 4.473 -0.555
H 2.698 -0.987 0.781
H -5.682 0.463 3.462
H -0.915 2.372 1.765
H -3.265 -0.508 -1.919
H -3.173 2.492 -1.396
H 1.490 -4.911 -0.923
H -4.479 1.586 -2.170
H 4.388 -2.663 1.438
H 7.449 0.284 1.024
H -7.219 1.165 1.666
```



Molecular formula: C6H12O4
Method: DFT, ωB97M-V/def2-TZVPD

Summary:
Maximum force: 2.13 eV/A
Relative energy (zero: lowest compared OMol25 entry of this formula, charge and spin): 423.4 kJ/mol
SMILES: CO[C@H]1CC[C@H](OO)CO1
HOMO: -9.7664 eV
Total charge: 0

```
22
C6H12O4 | the Open Molecules 2025 dataset | ωB97M-V/def2-TZVPD
O -0.981 1.347 -1.707
O -0.752 -0.850 -1.322
O 1.952 -1.196 2.265
O 1.648 -1.272 0.852
C -0.512 0.619 0.585
C 0.105 -1.862 -0.823
C -0.278 0.416 -0.903
C -0.480 2.648 -1.574
C -0.685 -0.726 1.318
C 0.310 -1.721 0.712
H 0.798 0.431 -1.158
H -0.529 -0.567 2.381
H -0.600 3.033 -0.541
H 0.347 1.217 1.032
H -1.713 -1.128 1.198
H 0.568 2.716 -1.871
H -1.101 3.295 -2.189
H 0.228 -2.686 1.215
H 1.124 -1.885 -1.293
H -0.363 -2.843 -1.129
H 2.319 -0.256 2.252
H -1.405 1.270 0.700
```



Molecular formula: C31H36N4O8
Method: DFT, ωB97M-V/def2-TZVPD

Summary:
Maximum force: 19.94 eV/A
Relative energy (zero: lowest compared OMol25 entry of this formula, charge and spin): 2926.6 kJ/mol
HOMO: -7.3178 eV
Total charge: 0

```
79
C31H36N4O8 | the Open Molecules 2025 dataset | ωB97M-V/def2-TZVPD
O 1.114 2.669 0.847
O 3.607 -2.917 -2.896
O -2.093 0.522 -0.380
O -2.633 1.606 1.366
O 5.628 3.252 1.276
O -0.576 2.780 -0.518
O 1.761 1.146 -1.529
O 4.806 1.430 0.518
N 2.802 1.204 2.020
N -0.221 0.794 0.333
N 2.559 -1.071 -2.529
N -3.568 2.318 -0.739
C 2.210 -0.202 -1.444
C 6.647 3.345 0.392
C 1.610 1.500 1.373
C -3.784 2.174 -2.014
C 4.744 2.365 1.029
C 0.728 0.268 1.519
C -5.767 3.240 -0.032
C 2.673 -0.832 -0.340
C 1.430 -0.879 0.522
C 2.395 -3.230 -0.208
C -1.699 -2.226 -2.437
C 3.149 -2.152 -2.268
C -1.875 -2.419 -1.152
C 2.317 -0.529 -3.863
C 3.226 -2.075 -0.676
C 0.930 -3.260 -0.426
C -4.260 3.535 0.077
C -1.207 -0.183 -0.008
C 3.659 2.623 2.217
C -2.728 -2.387 2.537
C -2.766 1.462 -0.010
C 0.521 -1.877 -0.006
C 0.342 -0.125 2.741
C 0.073 -2.677 3.219
C -0.923 -1.458 -0.286
C -0.019 2.110 0.071
C -1.974 -1.235 2.502
C -2.292 -3.581 2.949
C -0.554 -1.426 2.870
C -0.787 -3.597 3.106
C -4.489 0.946 -2.576
H -6.247 3.288 -1.189
H -2.634 -4.620 3.036
H -2.675 -1.788 -0.918
H 7.364 4.404 0.449
H 3.973 2.678 3.329
H -3.892 4.367 -0.594
H -2.276 -0.271 2.220
H -2.554 2.128 -2.064
H 0.963 -2.632 3.385
H -0.307 -4.530 3.690
H 3.114 3.594 2.027
H 1.056 -0.016 3.467
H -2.462 -2.875 -3.012
H -1.696 -1.218 -2.895
H -1.791 -3.241 -0.665
H 2.483 0.540 -3.790
H -4.138 3.074 -2.442
H 2.573 -3.617 0.958
H 4.149 -2.376 -0.269
H -4.076 3.500 0.954
H 6.288 3.447 -0.600
H 3.396 -0.206 0.604
H -5.480 1.305 -2.151
H -4.097 0.035 -2.203
H 7.247 2.502 0.376
H -6.302 4.310 0.254
H 0.286 -3.909 -0.976
H 2.591 -4.310 -0.624
H -0.616 -2.514 -2.843
H -0.519 0.802 3.072
H -4.495 0.930 -3.644
H 2.809 -1.102 -4.421
H 1.355 -0.761 -3.954
H -6.073 2.163 0.280
H 1.708 -1.560 1.542
H -3.745 -2.476 2.466
```



Molecular formula: C6H11NS
Method: DFT, ωB97M-V/def2-TZVPD

Summary:
Maximum force: 3.93 eV/A
Relative energy (zero: lowest compared OMol25 entry of this formula, charge and spin): 158.5 kJ/mol
SMILES: C/C=C/SC.CC#N
HOMO: -7.7597 eV
Total charge: 0

```
19
C6H11NS | the Open Molecules 2025 dataset | ωB97M-V/def2-TZVPD
S -2.569 1.450 -0.286
N 1.544 0.173 1.040
C -3.166 1.071 1.383
C 2.086 1.136 0.694
C -1.487 0.180 -0.725
C -0.883 -0.720 -0.001
C 2.731 2.317 0.150
C -0.078 -1.862 -0.592
H 0.762 -2.041 0.119
H -0.641 -2.688 -0.815
H -3.525 0.072 1.367
H 3.546 2.602 0.752
H -0.872 -0.656 1.028
H -2.428 0.970 2.061
H -3.967 1.870 1.667
H 3.060 1.942 -0.816
H 1.915 3.044 -0.057
H -1.508 0.133 -1.813
H 0.456 -1.537 -1.487
```



Molecular formula: C5H11N
Method: DFT, ωB97M-V/def2-TZVPD

Summary:
Maximum force: 4.28 eV/A
Relative energy (zero: lowest compared OMol25 entry of this formula, charge and spin): 131.6 kJ/mol
SMILES: C=C(C)[C@@H](C)N
HOMO: -9.2196 eV
Total charge: 0

```
17
C5H11N | the Open Molecules 2025 dataset | ωB97M-V/def2-TZVPD
N -1.750 -0.649 0.074
C -0.574 0.861 -1.493
C -0.740 0.334 -0.040
C 0.606 -1.611 0.681
C 1.701 0.512 0.641
C 0.540 -0.324 0.443
H -2.661 -0.215 -0.110
H -0.268 0.025 -2.066
H 0.071 1.728 -1.602
H -1.812 -0.896 1.092
H -0.346 -2.199 0.574
H 1.388 1.519 1.201
H -1.563 1.169 -1.867
H 2.376 0.797 -0.326
H 2.434 -0.085 1.273
H 1.446 -2.196 0.940
H -0.849 1.229 0.586
```



Molecular formula: C25H33BF4NO2SeTeTi
Method: DFT, ωB97M-V/def2-TZVPD

Summary:
Maximum force: 0.41 eV/A
Relative energy (zero: lowest compared OMol25 entry of this formula, charge and spin): 73.7 kJ/mol
Spin multiplicity: 3
HOMO (spin up / spin down): -3.8965 / -3.8973 eV
Total charge: -1

```
69
C25H33BF4NO2SeTeTi | the Open Molecules 2025 dataset | ωB97M-V/def2-TZVPD
Te -0.024 -2.237 -4.386
Se 2.151 3.073 2.412
Ti 0.882 -1.215 0.139
F 3.513 -3.879 -1.070
F 1.331 -3.108 -1.309
F 2.863 -1.736 -0.386
F 2.137 -3.544 0.774
O -0.660 -2.098 0.574
O 0.912 -0.172 1.939
N 0.382 7.433 2.964
C 1.839 -1.248 -4.108
C 0.765 2.605 -2.879
C -3.751 -4.047 0.747
C 0.947 7.027 1.824
C -2.709 -2.920 -1.125
C -2.679 -3.275 0.243
C -1.085 1.137 1.368
C 1.777 1.200 -1.215
C 1.869 -0.350 3.018
C -0.392 0.658 -2.064
C -0.352 1.776 -2.886
C -4.791 -4.433 -0.077
C -4.805 -4.073 -1.421
C 0.672 0.341 -1.214
C 1.830 2.320 -2.038
C 3.222 -0.746 2.489
C -1.476 -3.270 2.514
C 1.450 4.811 2.637
C -1.605 -2.873 1.078
C 1.480 5.769 1.615
C -0.308 0.442 2.453
C 0.353 6.522 3.940
C -3.752 -3.315 -1.933
C -0.762 -0.716 -5.684
C 0.857 5.240 3.833
B 2.502 -3.174 -0.520
H -0.105 6.844 4.872
H -0.149 -0.661 -6.580
H 2.406 -1.818 -3.377
H 0.796 3.481 -3.516
H 0.798 4.559 4.673
H 1.930 0.609 3.533
H 0.974 7.762 1.023
H 1.919 5.515 0.658
H -1.464 0.444 0.617
H 2.616 1.023 -0.547
H 1.657 -0.245 -3.729
H -1.888 -2.349 -1.541
H -1.525 -4.355 2.637
H 0.013 1.170 3.197
H 2.688 2.979 -1.999
H -1.942 1.627 1.836
H 3.233 -1.740 2.048
H -0.464 1.896 0.895
H -0.741 0.233 -5.153
H -0.518 -2.926 2.901
H 3.576 -0.014 1.762
H -2.272 -2.837 3.130
H 3.922 -0.741 3.326
H -5.602 -5.023 0.332
H -3.763 -4.338 1.789
H -0.889 -0.357 2.928
H 1.461 -1.108 3.697
H -1.197 2.009 -3.524
H -5.622 -4.381 -2.060
H 2.378 -1.219 -5.052
H -1.786 -0.961 -5.958
H -1.277 0.030 -2.085
H -3.746 -3.036 -2.980
```



Calculated total energy (eV), listed in the same order as above: -53069.539 -14602.824 -55044.348 -18723.851 -6852.165 -139354.824